Density functional theory data (the ωB97M-V functional and the def2-TZVPD basis) for 2 unconnected molecules or ions with the total composition C4H9N2OS in a non-equilibrium geometry.

Each line ends with the Löwdin charge.
Geometry (Å):
S 3.2252 -1.2154 -0.2597  0.4970
O 3.0015 1.4308 0.0501  -0.1242
N -3.1947 -0.2020 -0.6864  0.0078
N -3.1585 -0.8587 0.4509  0.0006
C 0.2420 -1.0415 -0.0993  -0.1765
C -0.0211 1.5882 0.1731  -0.1160
C 2.1980 0.5495 -0.1239  -0.7057
C 0.8460 0.3413 0.0589  -0.4002
H -0.8874 1.2856 0.7354  0.0231
H -0.3281 -0.8703 -0.9760  0.0368
H 0.8823 -1.8867 -0.2529  -0.0117
H 4.1373 -1.0353 0.7134  -0.2308
H -3.4697 -0.2050 1.1813  0.0296
H -0.4672 1.9897 -0.8595  0.0907
H 0.6344 2.3623 0.5845  0.0562
H -0.2926 -1.4186 0.7273  0.0337
H -3.3474 -0.8140 -1.4174  -0.0103

Calculated values
maximum force: 6.66 eV Å⁻¹
E_tot: -740.6504 Ha
net charge: -1
energy above the lowest of the compared OMol25 structures with the same formula, charge and spin: 455.92 kJ/mol
M: 133.20 g mol⁻¹
lowest unoccupied orbital energy: 2.589 eV
HOMO: -2.48 eV



Density functional theory data (the ωB97M-V functional and the def2-TZVPD basis) for a gas-phase ion, C4H9N2OS (charge -1) in a non-equilibrium geometry.

Each line ends with the Löwdin charge.
Geometry (Å):
S 2.2464 0.8116 -0.4078  0.5894
O 1.1112 -1.5952 0.1472  -0.3606
N 2.8759 -0.0740 0.9173  -0.4468
N 0.8356 -0.6621 -0.7522  -0.3331
C -0.6734 1.0453 0.7235  -0.1351
C -0.5919 0.0171 -0.4109  -0.5346
C -0.8582 1.3869 -0.7203  -0.1811
C -1.6130 -1.0826 -0.3182  -0.0899
H -2.1649 -1.2458 -1.2828  0.0636
H -2.5156 -0.8345 0.3346  0.0692
H 0.0667 1.8791 -1.2345  0.0843
H 2.1805 -0.8320 1.0203  -0.0597
H -1.9062 1.7527 -1.0877  0.1220
H -1.5992 0.8178 1.2263  0.0728
H -1.3728 -2.1247 0.1140  0.0909
H 0.2060 1.1982 1.2667  0.0427
H 3.7727 -0.4577 0.4645  0.0057

Calculated values
maximum force: 4.17 eV Å⁻¹
E_tot: -740.6095 Ha
net charge: -1
energy above the lowest of the compared OMol25 structures with the same formula, charge and spin: 563.10 kJ/mol
M: 133.20 g mol⁻¹
lowest unoccupied orbital energy (spin up / spin down): 3.865 / 3.865 eV
HOMO (spin up / spin down): -2.38 / -2.38 eV



Density functional theory data (the ωB97M-V functional and the def2-TZVPD basis) for a gas-phase ion, C4H9N2OS (charge +1) in a non-equilibrium geometry.

Each line ends with the Löwdin charge.
Geometry (Å):
S -1.7818 -0.1812 0.6633  1.0329
O 3.2163 0.5745 0.9060  0.0525
N 0.5339 -1.3610 0.0089  0.0153
N 1.0748 1.1976 0.7076  0.1728
C 1.8440 -0.8106 -0.3860  -0.0869
C 2.0764 0.3875 0.4633  -0.6594
C -3.0110 0.9386 -0.0699  -0.3006
C -0.5157 -0.3905 -0.3714  -0.3936
H -3.0527 0.9716 -1.2311  0.1092
H 0.3963 -2.2838 -0.5349  0.2334
H -2.9167 1.9328 0.4413  0.0759
H -3.9646 0.5913 0.1950  0.0184
H 0.5781 -1.4483 1.0485  0.1935
H 1.2172 2.1254 1.1788  0.1277
H -0.4014 -0.1286 -1.3743  0.0961
H 1.9654 -0.6453 -1.4391  0.1412
H 2.7415 -1.4702 -0.2060  0.1715

Calculated values
maximum force: 3.50 eV Å⁻¹
E_tot: -740.3412 Ha
net charge: +1
energy above the lowest of the compared OMol25 structures with the same formula, charge and spin: 529.77 kJ/mol
M: 133.20 g mol⁻¹
lowest unoccupied orbital energy (spin up / spin down): -5.632 / -6.146 eV
HOMO (spin up / spin down): -13.06 / -12.19 eV



Density functional theory data (the ωB97M-V functional and the def2-TZVPD basis) for 2 unconnected molecules or ions with the total composition C4H9N2OS3 in a non-equilibrium geometry.

Each line ends with the Löwdin charge.
Geometry (Å):
S 0.8657 1.8017 1.0035  0.9014
S 1.4616 -1.2366 1.3072  0.9205
S 1.2525 0.0014 -1.4405  0.8392
O -3.6662 0.2922 -0.4414  0.0038
N -1.6412 -1.5840 -0.0242  0.1291
N -2.4099 0.5632 0.1614  -0.0332
C -1.4789 -0.3269 0.2826  -0.2692
C 1.5889 1.5950 -0.6947  -0.7089
C 2.2857 -0.9621 -0.3128  -0.6988
C 0.6189 0.2141 1.5846  -0.7906
H -4.3701 0.5436 0.1785  0.1192
H 0.0749 0.2057 2.5166  0.0428
H 3.2423 -0.4683 -0.1577  0.0542
H -0.9075 -2.2541 0.1467  0.0792
H 2.4397 -1.9482 -0.7444  0.0504
H 1.1119 2.3596 -1.3044  0.0487
H 2.6598 1.7807 -0.6401  0.0497
H -2.2167 1.5470 0.2756  0.1399
H -2.4954 -1.9260 -0.4531  0.1226

Calculated values
maximum force: 1.77 eV Å⁻¹
E_tot: -1536.7673 Ha
net charge: +1
energy above the lowest of the compared OMol25 structures with the same formula, charge and spin: 76.90 kJ/mol
M: 197.33 g mol⁻¹
lowest unoccupied orbital energy: -4.564 eV
HOMO: -12.35 eV



Density functional theory data (the ωB97M-V functional and the def2-TZVPD basis) for a molecular structure, C4H9N2S in a non-equilibrium geometry.

Each line ends with the Löwdin charge.
Geometry (Å):
S -1.8189 -0.1943 -0.4304  1.0209
N 0.6916 0.2267 -1.2075  -0.0789
N -1.1032 -0.0157 1.0915  -0.4033
C -0.4890 0.0721 -1.5705  -0.4719
C -1.4097 0.8869 1.9243  0.0632
C 1.7308 0.5335 -2.1386  -0.1056
C -0.0118 -1.3730 1.7901  0.1799
H 0.6852 -1.5276 0.9803  0.0594
H 0.4077 -0.9299 2.6777  0.0708
H 1.3590 0.8715 -3.1109  0.0881
H -2.0729 1.6951 1.6451  0.1103
H -1.0275 0.8780 2.9371  0.1145
H 2.3660 1.2945 -1.6829  0.0883
H 2.3337 -0.3657 -2.2794  0.0938
H -0.9207 0.1202 -2.5730  0.0946
H -0.7202 -2.1724 1.9470  0.0758

Calculated values
maximum force: 4.30 eV Å⁻¹
E_tot: -665.1567 Ha
net charge: +1
energy above the lowest of the compared OMol25 structures with the same formula, charge and spin: 356.05 kJ/mol
M: 117.20 g mol⁻¹
lowest unoccupied orbital energy: -4.715 eV
HOMO: -13.64 eV



Density functional theory data (the ωB97M-V functional and the def2-TZVPD basis) for a molecular structure, C4H9N2S in a non-equilibrium geometry.

Each line ends with the Löwdin charge.
Geometry (Å):
S 0.4344 0.8139 1.6632  1.0178
N 0.5229 0.8385 -0.1882  -0.0844
N 0.2668 -1.4078 -0.2221  0.0232
C 0.8021 -1.4492 1.1062  -0.1176
C -0.6973 2.0230 1.9692  -0.2559
C -0.4124 -0.3044 -2.2841  0.0653
C 0.1929 -0.2246 -0.8591  -0.3807
H 0.3214 -2.1275 1.9069  0.1235
H -1.0025 0.6603 -2.2802  0.1237
H -1.0650 -1.1489 -2.2146  0.0850
H 0.1897 -2.2233 -0.8390  0.1695
H -0.4928 2.4797 2.9260  0.0358
H 1.7599 -1.1047 1.3723  0.0310
H -1.5798 2.0002 1.5840  -0.0441
H 0.4395 -0.4632 -2.9061  0.0956
H 0.3205 1.6382 -0.7343  0.1124

Calculated values
maximum force: 5.94 eV Å⁻¹
E_tot: -665.0689 Ha
net charge: +1
energy above the lowest of the compared OMol25 structures with the same formula, charge and spin: 150.68 kJ/mol
M: 117.20 g mol⁻¹
lowest unoccupied orbital energy (spin up / spin down): -3.692 / -5.902 eV
HOMO (spin up / spin down): -10.99 / -14.53 eV
2S+1: 3



Density functional theory data (the ωB97M-V functional and the def2-TZVPD basis) for a single C4H9N3 molecule in a non-equilibrium geometry.

Each line ends with the Löwdin charge.
Geometry (Å):
N 1.6257 0.7972 -0.7145  0.0590
N 1.7057 -0.1880 2.6171  0.1483
N 0.9198 0.1944 0.3415  -0.1680
C -0.7121 -0.0951 -1.4292  -0.0621
C -0.3547 -0.4440 0.0288  -0.4207
C -1.3889 -0.0840 1.0151  -0.0652
C 1.4397 -0.1254 1.4950  -0.3221
H 2.0956 0.0593 -1.2680  0.1142
H -1.6673 0.9684 1.1576  0.1003
H -0.4169 0.8958 -1.5051  0.0418
H -0.9643 -0.4199 1.9467  0.0651
H -1.7928 -0.2070 -1.6334  0.0914
H -0.2456 -1.5921 0.0091  0.1633
H 2.1550 1.6349 -0.5527  0.0975
H -0.1879 -0.7092 -2.1446  0.0711
H -2.2108 -0.6855 0.6367  0.0860

Calculated values
maximum force: 2.92 eV Å⁻¹
E_tot: -321.9922 Ha
net charge: 0
energy above the lowest of the compared OMol25 structures with the same formula, charge and spin: 257.77 kJ/mol
M: 99.14 g mol⁻¹
lowest unoccupied orbital energy: 0.674 eV
HOMO: -9.08 eV



Density functional theory data (the ωB97M-V functional and the def2-TZVPD basis) for a molecular structure, C4H9N3 in a non-equilibrium geometry.

Each line ends with the Löwdin charge.
Geometry (Å):
N -0.1187 1.5424 -0.3545  0.0996
N -0.0685 -0.4061 0.1238  -0.0869
N -1.0781 0.5181 -0.4574  -0.1693
C 0.7948 0.6615 -0.0299  -0.4021
C 2.2634 0.7209 0.0934  -0.0195
C 0.1000 -1.7817 -0.2512  -0.0585
C -2.3183 0.6990 0.2546  -0.0863
H 0.2149 -1.9112 -1.3333  0.0841
H 2.7383 0.1338 -0.6943  0.0800
H 0.9913 -2.1625 0.2479  0.0860
H 2.5809 0.3221 1.0568  0.0798
H -2.1698 0.8522 1.3290  0.0775
H -0.7669 -2.3498 0.0867  0.0802
H -2.9466 -0.1751 0.0869  0.0744
H 2.5826 1.7559 0.0075  0.0808
H -2.7992 1.5805 -0.1658  0.0801

Calculated values
maximum force: 1.61 eV Å⁻¹
E_tot: -321.9819 Ha
net charge: 0
energy above the lowest of the compared OMol25 structures with the same formula, charge and spin: 284.68 kJ/mol
M: 99.14 g mol⁻¹
lowest unoccupied orbital energy: 0.973 eV
HOMO: -8.61 eV



Density functional theory data (the ωB97M-V functional and the def2-TZVPD basis) for 2 unconnected molecules or ions with the total composition C4H9N3 in a non-equilibrium geometry.

Each line ends with the Löwdin charge.
Geometry (Å):
N -1.3486 -1.0219 2.0684  -0.0559
N -0.3175 -1.9013 -1.3647  0.1612
N -2.2718 -1.1530 1.3115  -0.0432
C 0.1845 0.3761 -0.2122  -0.4360
C -0.0353 1.4619 -1.2696  -0.0660
C -0.2467 -0.9257 -0.7634  -0.2546
C 1.6416 0.2977 0.2465  -0.0635
H -0.6164 -1.7765 2.1091  0.0730
H 0.6329 1.3152 -2.1185  0.0862
H -2.2734 -2.0602 0.6931  0.0845
H 0.1584 2.4352 -0.8228  0.0818
H 1.8984 1.2175 0.7708  0.0837
H 2.3131 0.1795 -0.6135  0.0912
H -0.4492 0.6148 0.6516  0.1027
H 1.7948 -0.5193 0.9364  0.0716
H -1.0648 1.4601 -1.6230  0.0834

Calculated values
maximum force: 3.28 eV Å⁻¹
E_tot: -321.9985 Ha
net charge: 0
energy above the lowest of the compared OMol25 structures with the same formula, charge and spin: 241.11 kJ/mol
M: 99.14 g mol⁻¹
lowest unoccupied orbital energy: 0.771 eV
HOMO: -9.32 eV



Density functional theory data (the ωB97M-V functional and the def2-TZVPD basis) for a single C4H9N3 molecule in a non-equilibrium geometry.

Each line ends with the Löwdin charge.
Geometry (Å):
N -0.4913 1.9020 -0.0012  0.0313
N 0.0164 -1.6458 0.8345  0.0895
N 2.8005 0.2997 -0.6871  0.0718
C -0.5115 0.7013 0.8718  -0.2689
C 1.7634 0.1484 -0.2248  -0.1465
C 0.0433 -0.4391 0.0712  -0.5362
C -0.4734 -0.5450 -1.2766  -0.0836
H -1.4407 0.3735 1.2928  0.1102
H -1.6385 -0.6711 -1.2051  0.1410
H 0.4782 -2.5280 0.3798  0.1569
H 0.3421 1.8130 -0.4966  0.0073
H 0.3108 -1.5861 1.7265  0.0316
H -0.1637 -1.5045 -1.8865  0.1328
H -0.3049 0.2380 -1.9011  0.0366
H -0.0822 0.7027 1.8681  0.1113
H -0.6484 2.7409 0.6344  0.1150

Calculated values
maximum force: 6.10 eV Å⁻¹
E_tot: -321.9938 Ha
net charge: 0
energy above the lowest of the compared OMol25 structures with the same formula, charge and spin: 253.48 kJ/mol
M: 99.14 g mol⁻¹
lowest unoccupied orbital energy: 0.789 eV
HOMO: -9.74 eV



Density functional theory data (the ωB97M-V functional and the def2-TZVPD basis) for 2 unconnected molecules or ions with the total composition C4H9N3 in a non-equilibrium geometry.

Each line ends with the Löwdin charge.
Geometry (Å):
N -1.4341 -0.9144 -0.9811  0.1709
N 1.3426 -0.6408 -0.2928  -0.1197
N 1.4882 -1.4849 0.6568  -0.0122
C -1.5796 -0.5522 0.1544  -0.3499
C 1.0181 0.5596 0.0082  -0.2830
C 1.0193 1.5281 -1.1499  -0.1142
C -2.1427 -0.3069 1.2797  -0.0141
H -1.8683 -0.5363 2.2558  0.0231
H 1.5147 2.4946 -0.6649  0.1074
H -0.8291 -0.2882 -1.5373  0.0677
H 0.0963 1.9166 -1.6486  0.0619
H -3.1580 0.1980 1.2902  0.0915
H 0.7980 -1.4260 1.4391  0.1099
H 0.5978 0.8437 0.9272  0.0869
H 1.6354 -2.4224 0.2738  0.1030
H 1.5014 1.0316 -2.0106  0.0706

Calculated values
maximum force: 4.79 eV Å⁻¹
E_tot: -321.9387 Ha
net charge: 0
energy above the lowest of the compared OMol25 structures with the same formula, charge and spin: 398.18 kJ/mol
M: 99.14 g mol⁻¹
lowest unoccupied orbital energy: 0.914 eV
HOMO: -8.52 eV



Density functional theory data (the ωB97M-V functional and the def2-TZVPD basis) for a molecular structure, C4H9N3 in a non-equilibrium geometry.

Each line ends with the Löwdin charge.
Geometry (Å):
N 0.6978 0.9740 0.1595  0.0229
N -2.5272 0.9021 0.6396  0.0367
N -1.9329 0.0367 0.0242  -0.0223
C -0.0710 -0.0186 -0.2344  -0.5772
C 1.8680 0.6915 0.9637  -0.1422
C 0.2413 -1.4851 -0.0499  -0.0514
C -0.7370 0.4016 -1.4939  0.0533
H 0.4103 -1.7132 1.0030  0.0799
H 1.5561 0.5169 2.0027  0.0846
H -0.9029 1.4618 -1.6374  0.0729
H -3.5433 0.9073 0.4287  0.0749
H -0.5852 -2.0959 -0.4129  0.0743
H 2.4494 -0.1762 0.6323  0.0691
H -0.5812 -0.2225 -2.3697  0.0720
H 1.1379 -1.7465 -0.6193  0.0851
H 2.5200 1.5662 0.9639  0.0675

Calculated values
maximum force: 2.51 eV Å⁻¹
E_tot: -321.8549 Ha
net charge: 0
energy above the lowest of the compared OMol25 structures with the same formula, charge and spin: 618.10 kJ/mol
M: 99.14 g mol⁻¹
lowest unoccupied orbital energy (spin up / spin down): -0.560 / -0.264 eV
HOMO (spin up / spin down): -7.74 / -7.92 eV



Question: maximum force of number 3 (C4H9N2OS)?
Answer: 3.50 eV Å⁻¹